No. 1
{
  "formula": "C24H43Cl2DyF3N3O7SSi",
  "method": "wB97M-V/def2-TZVPD",
  "symbols": ["C", "C", "H", "H", "H", "C", "C", "H", "H", "H", "H", "Dy", "Cl", "C", "O", "N", "C", "C", "H", "H", "H", "H", "H", "H", "H", "H", "H", "C", "C", "N", "H", "C", "O", "H", "H", "H", "H", "H", "H", "C", "C", "N", "H", "C", "O", "H", "H", "H", "H", "O", "C", "C", "C", "H", "C", "H", "C", "H", "C", "C", "H", "H", "H", "Si", "Cl", "C", "C", "C", "H", "H", "H", "H", "H", "H", "H", "H", "H", "F", "C", "F", "F", "S", "O", "O", "O"],
  "positions_angstrom": [[-0.8804, 3.7060, 1.6654], [0.1972, 4.0946, 0.6999], [-0.5050, 3.7536, 2.7015], [-1.2490, 2.6850, 1.4844], [-1.7372, 4.4065, 1.6097], [0.8451, 5.2698, 0.8733], [0.7879, 6.1463, 2.0657], [1.4618, 5.6716, 0.0718], [0.8349, 5.6162, 3.0155], [-0.0880, 6.7951, 2.1041], [1.6383, 6.8267, 2.0166], [-1.2883, -0.2734, 0.0038], [-2.3290, 1.4157, -1.4323], [-0.6649, -1.7791, -2.6229], [-0.2561, -1.6232, -1.4276], [0.1226, -2.2462, -3.5767], [1.4616, -2.7383, -3.2338], [-0.1911, -1.9888, -4.9773], [-1.7046, -1.4969, -2.8695], [1.3818, -3.5514, -2.5065], [2.1000, -1.9448, -2.8217], [1.9126, -3.1382, -4.1502], [-1.2269, -2.2833, -5.1709], [0.4704, -2.5934, -5.6046], [-0.0822, -0.9178, -5.2245], [-1.3669, -6.6750, -0.2319], [-3.3613, -7.0362, 0.5379], [-1.1317, -5.9603, 0.5632], [-3.5366, -6.1076, 1.0716], [-2.3602, -5.2764, 0.9263], [-0.3918, -5.2304, 0.2256], [-2.4152, -3.9425, 1.0432], [-1.4462, -3.1786, 0.9199], [-4.4163, -5.5993, 0.6575], [-3.4255, -3.5405, 1.3046], [-0.7472, -6.5204, 1.4245], [-3.7284, -6.3344, 2.1279], [-1.3702, -2.0528, 5.9509], [0.0154, 1.0842, 4.1437], [-0.3662, -1.9433, 5.5454], [0.5180, 0.2049, 4.5615], [-0.3586, -0.9609, 4.4548], [-0.0388, -2.9261, 5.2048], [-1.0770, -1.1285, 3.3374], [-0.9801, -0.3718, 2.3195], [1.4600, 0.0454, 4.0141], [-1.7678, -2.0007, 3.3718], [0.2883, -1.5830, 6.3165], [0.7021, 0.3499, 5.6253], [0.4058, 1.7025, -0.1022], [0.4235, 3.1351, -0.4722], [2.8065, 4.0483, -0.9209], [1.5498, 3.6423, -1.3853], [3.0198, 4.0519, 0.1622], [3.7732, 4.5443, -1.8067], [-0.5065, 3.1869, -1.0594], [1.2617, 3.8416, -2.7490], [4.7651, 4.8206, -1.4215], [3.4845, 4.6933, -3.1631], [2.2092, 4.3816, -3.6274], [0.2569, 3.5975, -3.0940], [4.2474, 5.0611, -3.8504], [1.9346, 4.5387, -4.6781], [2.4838, 1.1245, 0.2610], [2.5235, 2.2688, 2.0092], [4.3072, 1.4577, -0.1943], [2.3901, 0.6893, -1.6834], [2.0688, -0.5569, 0.9381], [4.4535, 1.8795, -1.1936], [4.7913, 0.4683, -0.1772], [4.8563, 2.1169, 0.4916], [3.0009, -0.9661, 1.2987], [1.7292, -1.2216, 0.1345], [1.3730, -0.4979, 1.7600], [2.5583, 1.5519, -2.3236], [1.4194, 0.2802, -1.9742], [3.1491, -0.0669, -1.9345], [-6.7059, -2.7389, -1.5251], [-5.9145, -1.9907, -0.7047], [-6.2904, -0.6911, -0.8022], [-6.1292, -2.3968, 0.5808], [-4.1164, -2.2390, -1.1781], [-3.9631, -3.6670, -0.9096], [-4.0159, -1.8015, -2.5624], [-3.3099, -1.3766, -0.2521]],
  "spin_multiplicity": 6,
  "homo_ha": [-0.277, -0.277],
  "lumo_energy_ev": [-1.31, 0.10],
  "gap_ev": [6.2, 7.6],
  "s_squared": 9.20,
  "relative_energy_kcal_mol": 116.0
}

No. 2
{
  "formula": "C24H43ClO4P2Y",
  "method": "wB97M-V/def2-TZVPD",
  "symbols": ["Y", "C", "C", "C", "C", "C", "C", "H", "H", "H", "C", "H", "H", "H", "C", "H", "H", "H", "C", "H", "H", "H", "C", "H", "H", "H", "C", "C", "C", "C", "C", "C", "C", "C", "H", "H", "H", "H", "H", "H", "H", "H", "H", "H", "H", "H", "P", "P", "C", "C", "H", "H", "H", "H", "C", "H", "H", "H", "C", "H", "H", "H", "C", "H", "H", "H", "C", "H", "H", "H", "O", "Cl", "O", "O", "O"],
  "positions_angstrom": [[0.0648, -0.2587, 0.0582], [-0.0719, 3.8116, 0.6665], [-0.5895, 3.5219, -0.6259], [-2.3319, 3.4369, 0.8794], [-1.1522, 3.7734, 1.5951], [-1.9819, 3.2690, -0.4883], [1.3455, 4.0269, 1.0185], [2.0218, 3.5825, 0.2696], [1.5694, 3.6011, 2.0136], [1.6108, 5.0982, 1.0743], [-1.0734, 4.0871, 3.0295], [-0.0430, 4.0073, 3.3979], [-1.6776, 3.3753, 3.6074], [-1.4431, 5.1032, 3.2526], [-3.6934, 3.3971, 1.4425], [-4.1009, 4.4172, 1.5578], [-3.7045, 2.9199, 2.4325], [-4.3774, 2.8351, 0.7937], [-2.9123, 2.9078, -1.5725], [-3.4502, 3.7913, -1.9582], [-3.6816, 2.1972, -1.2263], [-2.3792, 2.4644, -2.4262], [0.1752, 3.4669, -1.8877], [0.1449, 4.4209, -2.4321], [-0.2545, 2.7254, -2.5742], [1.2353, 3.2615, -1.7018], [2.6187, -3.2681, 0.5799], [3.4372, -2.1364, 0.1891], [3.7636, -1.9387, -1.3141], [2.7701, -2.2424, -2.4187], [1.2854, -2.0299, -2.1757], [0.5042, -3.0837, -1.8316], [0.9813, -4.3428, -1.1322], [2.3027, -4.3470, -0.3540], [4.6107, -2.6203, -1.4350], [2.9175, -3.2824, -2.7483], [4.0960, -0.9093, -1.4592], [3.1410, -4.4401, -1.0404], [2.5979, -3.5199, 1.6421], [4.4111, -2.2010, 0.7279], [2.2974, -5.2663, 0.2458], [0.1867, -4.6573, -0.4489], [-0.5666, -3.0796, -2.0726], [1.0278, -5.1584, -1.8728], [3.0398, -1.6101, -3.2903], [0.8437, -1.1467, -2.6776], [2.5238, -0.8632, 1.0345], [-2.3489, -1.0596, -1.1365], [-0.1752, -2.2437, 0.8684], [-1.5329, -2.3530, 0.3092], [0.0035, -2.7071, 1.8335], [0.7006, -2.4877, 0.2097], [-1.6941, -3.2423, -0.3222], [-2.2770, -2.2895, 1.1280], [-4.0240, -1.3353, -0.6091], [-4.6643, -0.5396, -0.9856], [-4.0402, -1.3461, 0.4798], [-4.2998, -2.3059, -1.0233], [-2.2997, -1.5763, -2.8770], [-2.6637, -2.6038, -2.9376], [-1.2841, -1.4989, -3.2751], [-2.9352, -0.9065, -3.4661], [3.1097, -0.8720, 2.7425], [3.4154, 0.1512, 3.0175], [3.9202, -1.5938, 2.9608], [2.2247, -1.1738, 3.3276], [2.4257, 0.5729, -0.3008], [1.8212, 1.4478, 0.0338], [2.0889, 0.2265, -1.3092], [3.4410, 0.9701, -0.4355], [-1.5234, -1.0335, 3.2058], [-1.4066, 0.3217, 2.7340], [-2.0522, 1.2301, 3.6400], [0.0503, 0.6637, 2.4880], [-2.0195, 0.4876, 1.3558]],
  "homo_ha": [-0.342, -0.345],
  "lumo_energy_ev": [-3.34, -3.01],
  "total_charge": 1,
  "gap_ev": [6.0, 6.4],
  "relative_energy_kcal_mol": 207.1
}

No. 3
{
  "formula": "C24H43FMoP2",
  "method": "wB97M-V/def2-TZVPD",
  "symbols": ["Mo", "C", "C", "C", "C", "C", "C", "H", "H", "H", "C", "H", "H", "H", "C", "H", "H", "H", "C", "H", "H", "H", "C", "H", "H", "H", "C", "C", "C", "C", "C", "C", "C", "C", "H", "H", "H", "H", "H", "H", "H", "H", "H", "H", "H", "H", "P", "P", "C", "C", "H", "H", "H", "H", "C", "H", "H", "H", "C", "H", "H", "H", "C", "H", "H", "H", "C", "H", "H", "H", "F"],
  "positions_angstrom": [[1.2022, -1.3469, -1.3789], [0.9570, 3.1474, -1.1228], [-0.3396, 2.8850, -1.6470], [-0.5357, 3.2098, 0.6218], [0.8366, 3.3156, 0.2802], [-1.2589, 2.8959, -0.5663], [2.2248, 3.2701, -1.8749], [2.0804, 3.0779, -2.9440], [2.9865, 2.5670, -1.5042], [2.6374, 4.2876, -1.7722], [1.9361, 3.6224, 1.2194], [2.9022, 3.2833, 0.8236], [1.7738, 3.1395, 2.1932], [2.0215, 4.7060, 1.3993], [-1.0847, 3.4386, 1.9751], [-0.8442, 4.4540, 2.3309], [-0.6617, 2.7345, 2.7097], [-2.1758, 3.3393, 1.9846], [-2.7146, 2.6593, -0.6743], [-3.2556, 3.5689, -0.9860], [-3.1330, 2.3270, 0.2858], [-2.9328, 1.8839, -1.4241], [-0.7117, 2.6296, -3.0537], [-1.3849, 3.4066, -3.4505], [-1.2303, 1.6644, -3.1432], [0.1712, 2.6086, -3.7027], [1.9500, -3.1030, -0.7697], [2.2881, -2.8516, -2.1640], [1.5528, -3.5509, -3.2995], [0.0667, -3.1240, -3.4399], [-0.3034, -1.9204, -2.5849], [-0.6610, -2.0946, -1.1858], [-0.6009, -3.4629, -0.5244], [0.8295, -4.0660, -0.4064], [1.6247, -4.6508, -3.2185], [-0.5980, -3.9836, -3.2457], [2.0678, -3.3083, -4.2438], [0.8962, -5.0095, -0.9771], [2.7780, -3.0781, -0.0555], [3.3444, -2.6471, -2.3737], [0.9840, -4.3785, 0.6407], [-1.0176, -3.3727, 0.4943], [-1.4178, -1.4217, -0.7758], [-1.2620, -4.1918, -1.0281], [-0.1178, -2.8715, -4.4981], [-0.8157, -1.1114, -3.1213], [0.8461, 0.0856, 3.4042], [-1.9817, -0.1276, 2.2972], [0.1217, -1.6250, 3.4269], [-1.4044, -1.6249, 3.2371], [0.3815, -2.0813, 4.3968], [0.6105, -2.2110, 2.6326], [-1.7363, -2.5203, 2.6925], [-1.9154, -1.6076, 4.2123], [-2.8363, 0.7414, 3.6897], [-3.4891, 1.5218, 3.2814], [-2.0985, 1.2196, 4.3449], [-3.4365, 0.0325, 4.2725], [-3.4583, -0.8316, 1.4568], [-3.7661, -1.7756, 1.9261], [-3.2127, -1.0178, 0.4035], [-4.2859, -0.1110, 1.4962], [2.4746, -0.2241, 2.6282], [2.9074, 0.7495, 2.3517], [2.3916, -0.8330, 1.7174], [3.1336, -0.7220, 3.3545], [1.9642, -0.1591, -2.8321], [1.3503, 0.7499, -2.9266], [2.1525, -0.5928, -3.8184], [2.9358, 0.1492, -2.4023], [1.2972, 0.2382, 4.9553]],
  "spin_multiplicity": 3,
  "homo_ha": [-0.483, -0.483],
  "lumo_energy_ev": [-7.82, -8.24],
  "total_charge": 2,
  "gap_ev": [5.3, 4.9],
  "s_squared": 2.00,
  "relative_energy_kcal_mol": 122.4
}

No. 4
{
  "formula": "C24H43N2NdP3S2",
  "method": "wB97M-V/def2-TZVPD",
  "symbols": ["Nd", "P", "P", "P", "H", "C", "C", "H", "C", "C", "C", "C", "C", "C", "C", "C", "C", "H", "H", "H", "H", "H", "H", "H", "H", "H", "H", "H", "H", "H", "H", "H", "H", "H", "H", "H", "H", "H", "H", "H", "H", "H", "H", "H", "H", "H", "C", "C", "C", "C", "C", "C", "S", "H", "H", "H", "H", "H", "H", "N", "C", "N", "C", "C", "C", "C", "C", "C", "S", "H", "H", "H", "H", "H", "H"],
  "positions_angstrom": [[-0.6208, 0.0553, 0.3367], [0.0855, -1.7343, 2.6582], [2.5846, 0.0343, 0.2936], [0.6937, -2.7932, -1.9483], [-5.3676, 1.2678, -4.0884], [-5.2438, 0.1778, -4.0197], [-5.4039, -0.5023, -2.8763], [-5.8168, -0.0006, -1.9942], [-0.5403, -1.0406, 4.2451], [1.7351, -2.3182, 3.2244], [-0.8309, -3.3267, 2.6789], [3.2392, 0.9460, -1.1748], [3.3029, 1.1250, 1.5940], [3.9481, -1.2142, 0.4065], [-0.2794, -3.9202, -2.9569], [1.3678, -3.6516, -0.5082], [2.0783, -2.2527, -2.9513], [-5.0594, -0.3204, -4.9710], [-5.2658, -1.5938, -2.8142], [-1.5181, -0.5718, 4.0748], [0.1457, -0.2843, 4.6465], [-0.6517, -1.8650, 4.9629], [2.4297, -1.4737, 3.3247], [2.1582, -3.0285, 2.5034], [1.6474, -2.8176, 4.2009], [-1.7595, -3.2068, 2.1027], [-1.0853, -3.5899, 3.7132], [-0.2349, -4.1263, 2.2296], [4.3017, 1.1971, -1.0096], [2.6640, 1.8714, -1.3227], [3.1442, 0.3202, -2.0733], [4.3655, 1.3115, 1.3783], [3.2155, 0.6412, 2.5734], [2.7682, 2.0784, 1.6355], [4.9146, -0.7006, 0.5303], [4.0138, -1.8415, -0.4890], [3.8003, -1.8658, 1.2749], [0.4039, -4.5301, -3.5664], [-0.9411, -3.3382, -3.6122], [-0.9004, -4.5807, -2.3363], [1.7061, -4.6565, -0.8132], [0.6224, -3.7629, 0.2867], [2.2385, -3.1145, -0.1083], [2.1515, -2.9405, -3.8075], [3.0144, -2.2657, -2.3793], [1.8707, -1.2379, -3.3073], [-2.6411, 0.0888, -2.2561], [-2.0314, 0.1958, -3.5200], [-2.0428, 1.4054, -4.1876], [-2.8201, 2.4639, -3.7195], [-3.4454, 2.3753, -2.4615], [-3.4045, 1.1805, -1.7541], [-2.5917, -1.4028, -1.4012], [-0.2209, -1.6533, -1.8403], [-1.6446, -0.7274, -3.9609], [-1.4461, 1.4840, -5.0968], [-3.0401, 3.3398, -4.3435], [-3.9659, 3.2411, -2.0488], [-4.0775, 1.0308, -0.8981], [-0.4211, 2.1947, -0.9026], [-0.3307, 2.9182, 0.3691], [-0.0882, 2.1615, 1.4199], [0.1117, 2.9369, 2.5899], [0.7535, 2.4992, 3.7465], [1.1450, 3.4499, 4.7013], [0.8357, 4.7996, 4.5162], [0.2147, 5.2323, 3.3375], [-0.0991, 4.2933, 2.3520], [-0.5860, 4.5769, 0.6675], [-1.2691, 2.4484, -1.4302], [0.3020, 2.5137, -1.5499], [0.9925, 1.4434, 3.8613], [1.6822, 3.1385, 5.5947], [1.0738, 5.5336, 5.2956], [-0.0363, 6.2797, 3.1730]],
  "spin_multiplicity": 4,
  "homo_ha": [-0.565, -0.566],
  "lumo_energy_ev": [-9.79, -9.16],
  "total_charge": 3,
  "gap_ev": [5.6, 6.2],
  "s_squared": 3.77,
  "relative_energy_kcal_mol": 0.0
}

Total energy readings, ordered: -4424.09452, -2421.76547, -1790.27017, -3430.73612 hartree